(1)
58
Properties=species:S:1:pos:R:3:forces:R:3:mulliken_spin:R:1 method="wB97M-V/def2-TZVPD" e_lumo_ev="-8.87 / -8.80" spin_multiplicity=2 orbital_gap_ev="6.549 / 6.625" charge=+2 s2=0.757 total_energy_ev=-78061.238
C -4.791856 -0.251025 0.570629 -1.2 0.4 -1.4 0.0212
I -3.923748 1.515907 -0.927718 -2.1 -0.5 1.1 -0.0219
H -5.583737 0.292765 1.095398 0.4 0.1 -0.3 0.0008
H -4.163105 -0.809925 1.288358 0.1 0.5 -1.0 -0.0015
H -5.222205 -0.834437 -0.249322 0.3 0.0 0.4 -0.0002
Ti -1.958426 0.194366 -0.043597 3.1 1.1 -0.6 1.0039
P -2.228233 -0.101309 2.543717 0.6 0.7 1.4 -0.0047
C -2.405569 -1.661547 3.470775 -0.1 -0.2 -0.3 0.0000
C -0.880033 0.691213 3.488536 0.2 0.1 -0.2 0.0091
H -1.174664 0.662420 4.547871 0.2 0.0 -0.3 -0.0003
H -3.584912 0.808789 4.270705 -0.2 0.2 -0.3 0.0008
H -0.762118 1.735506 3.168903 0.0 -0.3 0.1 0.0004
H -3.468812 1.942891 2.874442 -0.1 -0.2 0.2 0.0007
H -1.518960 -2.291215 3.315013 -0.3 0.1 0.1 -0.0002
H 0.066422 0.150175 3.360509 -0.2 0.2 0.0 0.0001
C -3.617268 0.899276 3.176526 -0.2 0.0 -0.1 0.0021
H -2.505133 -1.407256 4.538569 0.0 -0.2 -0.4 -0.0010
H -4.584860 0.555496 2.797680 0.3 0.2 0.5 0.0018
H -3.296272 -2.209667 3.134659 0.2 0.0 0.2 0.0008
P -1.257373 0.274942 -2.708555 1.0 -0.3 -0.6 -0.0286
C -0.955611 -1.465142 -3.168344 -0.1 0.0 0.1 0.0090
C -2.211876 0.895426 -4.126138 -0.7 0.0 0.2 0.0006
H 0.445836 1.991929 -2.512559 0.2 -0.2 -0.3 -0.0013
H 0.347648 1.387066 -4.196733 -0.1 -0.1 0.4 0.0009
H 1.127458 0.360796 -2.944415 -0.1 0.4 -0.1 -0.0006
C 0.333788 1.092780 -3.136490 -0.1 0.0 0.5 0.0021
H -2.452927 1.957878 -3.984965 0.0 -0.2 -0.2 -0.0004
H -1.569332 0.766638 -5.010287 -0.3 0.1 0.3 -0.0011
H -0.908270 -1.549465 -4.265473 0.0 -0.1 0.4 0.0008
H -1.783230 -2.068639 -2.773241 0.2 -0.1 -0.3 0.0008
H -3.133353 0.319856 -4.262876 0.1 0.2 0.0 0.0003
H -0.004387 -1.766756 -2.701476 -0.4 0.0 -0.2 -0.0013
C -1.516211 -1.801617 0.292702 2.5 -6.6 0.6 -0.0037
O -1.073141 -2.863172 0.509166 -2.2 5.0 -0.9 0.0395
C 3.907698 1.304428 -1.955582 0.2 0.2 -0.1 -0.0005
C 4.109238 0.195048 -0.944798 0.1 -0.5 0.6 0.0001
C 2.958888 0.058501 0.101931 0.1 -0.1 -0.4 -0.0008
C 3.366573 -0.985765 1.199545 -0.1 0.3 0.3 -0.0005
C 3.830338 -2.321309 0.645816 0.0 -0.1 -0.1 0.0000
C 2.768121 1.410466 0.777045 1.9 0.4 1.1 -0.0006
O 3.659207 1.999547 1.370007 -1.6 -0.9 -1.1 0.0008
N 1.487667 1.974317 0.722112 -1.3 0.4 0.1 0.0027
C 0.373964 1.272504 0.380242 1.3 0.1 0.2 0.0056
O -0.802476 1.773463 0.522161 -0.1 -0.3 0.1 -0.0121
N 0.457136 0.046179 -0.108668 -2.2 0.2 0.3 -0.0228
C 1.662903 -0.443008 -0.571733 1.2 -1.2 -1.4 -0.0006
O 1.687613 -1.255876 -1.496862 -0.1 1.0 1.7 -0.0004
H 2.863695 1.369161 -2.285186 0.3 0.1 0.0 0.0000
H 4.537139 1.098501 -2.828047 -0.2 0.2 0.1 0.0000
H 4.218699 2.269767 -1.538543 -0.2 -0.1 -0.1 0.0000
H 4.237841 -0.775251 -1.444514 -0.2 0.3 0.2 0.0000
H 5.029047 0.375563 -0.366712 -0.3 -0.1 -0.2 -0.0001
H 4.170859 -0.539926 1.806972 -0.4 0.0 -0.2 0.0000
H 2.502372 -1.134521 1.869200 0.2 0.0 -0.1 -0.0001
H 4.863071 -2.271015 0.289866 -0.2 0.0 0.0 0.0000
H 3.796578 -3.073954 1.436858 0.0 0.0 -0.1 0.0000
H 3.190381 -2.639284 -0.180109 0.1 -0.2 0.1 0.0001
H 1.337912 2.877519 1.167033 0.3 -0.1 -0.1 0.0005

---

(2)
65
Properties=species:S:1:pos:R:3:forces:R:3:mulliken_spin:R:1 method="wB97M-V/def2-TZVPD" e_lumo_ev="-5.75 / -9.73" spin_multiplicity=7 orbital_gap_ev="8.569 / 5.586" charge=+2 s2=12.010 total_energy_ev=-72747.689
Mn -0.346325 -0.554782 -0.835467 0.3 1.9 0.4 4.7754
N -1.218178 -2.117477 -3.431749 1.1 0.1 -3.0 -0.0084
O -0.976318 -1.591606 -4.502479 -1.6 -1.0 0.7 0.1896
O -1.997551 -3.090040 -3.266829 -0.6 0.3 -0.6 0.6642
O -0.563600 -1.859161 -2.467157 1.0 -0.2 1.9 0.1756
C -3.359179 2.140737 -0.623606 0.7 -1.9 -1.1 0.0020
C -3.284103 0.603358 -0.505335 1.7 1.3 -0.4 0.0104
O -2.295329 0.002004 -0.966540 -0.8 -0.2 -0.3 0.0300
N -4.214035 -0.031841 0.141083 -2.6 -2.7 1.0 0.0101
C -4.348353 -1.551031 0.205481 0.7 0.4 0.0 0.0003
H -2.457439 2.381752 -1.186530 0.4 0.3 0.7 -0.0003
H -3.433488 2.582687 0.369997 -0.4 0.4 -0.5 0.0005
H -4.071008 2.328804 -1.427368 -0.9 0.5 0.8 0.0004
H -5.085263 0.440159 0.336727 0.2 0.3 0.1 0.0000
H -3.420138 -2.000191 0.558682 0.2 0.3 -0.4 -0.0002
H -4.635912 -1.998631 -0.745865 0.3 0.4 -0.2 0.0001
H -5.083869 -1.945800 0.906404 -0.3 1.0 0.2 0.0000
C 3.610701 -1.543170 -1.448502 -0.5 -0.7 -0.3 0.0009
C 2.777963 -1.342210 -0.234624 -0.9 1.5 -0.3 0.0092
O 1.592664 -0.954919 -0.358224 1.6 -1.0 0.3 0.0259
N 3.379032 -1.437367 0.949048 -0.4 0.6 0.7 0.0064
C 2.645046 -1.258149 2.215170 -0.9 -1.3 0.5 0.0008
H 4.410504 -2.245299 -1.213078 0.4 0.4 -0.5 0.0000
H 3.875983 -0.590465 -1.906851 0.5 0.0 0.4 0.0005
H 2.952244 -1.980849 -2.198819 0.1 -0.3 0.0 0.0003
H 4.386679 -1.487215 0.901468 -0.1 -0.3 0.5 0.0004
H 1.722494 -0.682889 2.137314 0.4 0.4 -0.6 0.0015
H 3.162715 -0.953145 3.124630 0.8 0.4 -0.7 0.0003
H 2.258557 -2.225903 2.534818 0.1 -0.4 -0.2 0.0003
C 1.652458 0.605732 -3.951672 -0.1 1.7 0.7 0.0018
C 1.052732 1.452854 -2.776317 0.6 0.3 -1.0 0.0175
O 0.073773 1.019582 -2.140058 1.0 1.1 -0.5 0.0281
N 1.680825 2.659706 -2.550943 -0.5 0.5 1.3 0.0090
C 1.352368 3.749983 -1.545825 -2.4 -2.0 -0.2 -0.0011
H 1.688433 -0.440518 -3.648066 0.2 0.2 -0.2 0.0001
H 2.594699 1.076259 -4.232539 0.5 -0.7 0.3 -0.0005
H 1.104619 0.730391 -4.885704 -0.7 -0.2 0.3 0.0012
H 2.425578 2.995918 -3.144582 -0.1 -0.8 -0.4 0.0000
H 1.017541 4.653738 -2.054965 1.0 0.2 0.0 0.0002
H 1.929472 3.800162 -0.622495 1.1 0.3 -0.8 0.0004
H 0.410160 3.458085 -1.082005 -0.4 -0.4 -0.2 0.0005
C -0.438891 -4.091832 1.310650 0.6 -0.2 0.7 0.0020
C -0.911055 -2.652189 1.487789 -1.4 -1.7 1.1 0.0001
O -0.684664 -1.844308 0.601309 -0.3 -0.1 1.2 0.0472
N -1.678741 -2.384699 2.610523 2.3 -0.5 -1.8 0.0098
C -1.991537 -1.064446 3.073764 -1.4 0.6 0.2 -0.0004
H 0.094072 -4.427766 2.200146 0.0 0.2 0.3 0.0007
H 0.310558 -4.202407 0.526938 -0.4 0.4 -0.3 -0.0012
H -1.205690 -4.857106 1.190360 -0.4 0.4 -0.2 0.0005
H -1.944899 -3.188197 3.161560 0.2 0.2 0.1 -0.0006
H -2.149337 -0.374026 2.245199 -0.3 -0.3 -0.2 0.0012
H -1.329045 -0.515527 3.743012 0.7 -0.7 0.1 0.0003
H -2.913091 -1.215454 3.635918 -0.2 0.6 -0.1 0.0002
C -0.760636 2.866385 1.901546 -0.5 1.2 0.6 -0.0014
C 0.330156 2.052573 1.314107 -0.5 0.5 1.3 0.0003
O 0.112657 1.081155 0.633532 -0.1 -1.4 -1.0 -0.0151
N 1.532171 2.456709 1.726582 -0.3 0.4 0.5 0.0018
C 2.769503 1.806434 1.497241 1.7 0.7 -0.7 -0.0009
H -0.323995 3.442741 2.717180 -0.4 0.1 0.1 0.0001
H -1.593901 2.295019 2.310580 0.2 -0.3 -0.2 0.0000
H -1.174298 3.592279 1.201505 0.0 -0.1 -0.2 0.0001
H 1.523722 3.338862 2.218352 0.3 -0.3 0.1 0.0002
H 2.729888 1.230570 0.572621 0.0 -0.1 0.2 0.0012
H 3.223527 1.256237 2.321401 -0.8 -0.3 0.1 0.0001
H 3.506372 2.599735 1.371554 0.1 0.1 -0.4 0.0000

---

(3)
15
Properties=species:S:1:pos:R:3:forces:R:3:nbo_charge:R:1 method="wB97M-V/def2-TZVPD" e_lumo_ev=0.99 e_above_lowest_kcal_mol=44.0 orbital_gap_ev=10.690 smiles=C[C@H]1N[C@H]1CO total_energy_ev=-7830.412
C 0.712210 0.122279 1.581646 0.0 0.0 0.0 -0.6334
C 0.719732 0.772969 0.220540 0.0 0.1 0.2 -0.0721
N 1.027580 -0.086771 -0.925692 0.2 0.0 -0.2 -0.6307
C -0.297871 0.517754 -0.824796 -0.2 0.0 0.0 -0.1087
C -1.442577 -0.467004 -0.633502 -0.2 0.2 0.0 -0.0730
O -0.992646 -1.755248 -0.292180 0.2 -0.1 -0.1 -0.7267
H 0.181582 -0.831300 1.550333 0.0 0.1 0.0 0.2379
H 1.737329 -0.068692 1.914795 -0.1 0.1 0.0 0.2141
H 0.227982 0.770712 2.319303 0.1 -0.1 -0.1 0.2117
H 1.120423 1.785537 0.198503 0.1 -0.2 0.0 0.1900
H 1.612923 0.355651 -1.626089 -0.1 0.0 0.1 0.3667
H -0.518678 1.352547 -1.491875 0.0 -0.2 0.1 0.1982
H -2.047922 -0.495462 -1.552636 0.1 0.0 0.1 0.1629
H -2.094291 -0.109391 0.172935 0.0 0.0 -0.1 0.1749
H -0.073545 -1.798309 -0.610316 -0.1 0.0 0.1 0.4883

---

(4)
15
Properties=species:S:1:pos:R:3:forces:R:3:nbo_charge:R:1 method="wB97M-V/def2-TZVPD" e_lumo_ev="0.75 / -1.17" e_above_lowest_kcal_mol=168.4 orbital_gap_ev="8.855 / 6.012" total_energy_ev=-8287.693
C -2.281782 0.228858 -0.043018 0.0 -0.2 0.3 -0.6706
C 0.756577 -0.577483 0.613263 0.4 -0.3 -0.6 0.2537
C 1.762404 0.923073 0.132230 -1.6 0.7 1.4 0.2103
C -0.886677 0.397406 -0.513303 -2.4 -0.3 -3.4 0.0583
C 0.579214 -1.876510 0.447599 0.3 -0.1 0.6 -0.5721
N 0.092439 0.591809 0.340719 4.9 1.2 2.6 -0.4728
N 2.361512 1.240416 -0.934375 -1.0 -0.5 -0.8 -0.6699
H 3.151837 1.859635 -0.773568 0.1 -0.4 0.2 0.3687
H 2.075146 1.304304 1.112021 -0.6 -0.4 0.0 0.1881
H -0.674788 0.137421 -1.552639 0.1 0.3 0.1 0.1786
H -0.412704 -2.311610 0.352850 0.1 0.0 0.1 0.2208
H 1.426879 -2.531877 0.585357 0.0 -0.1 -0.2 0.2313
H -2.356285 0.200613 1.043137 0.1 0.0 0.1 0.2238
H -2.736646 -0.684867 -0.443504 -0.1 0.2 0.0 0.2185
H -2.857127 1.098812 -0.366770 -0.3 -0.1 -0.1 0.2335

---

(5)
11
Properties=species:S:1:pos:R:3:forces:R:3:nbo_charge:R:1 method="wB97M-V/def2-TZVPD" e_lumo_ev=0.65 e_above_lowest_kcal_mol=135.3 orbital_gap_ev=10.194 total_energy_ev=-7193.921
C -0.339743 0.832651 -0.167180 2.3 0.1 0.9 -0.3093
N -0.962875 -0.330896 -0.552072 1.3 -2.4 -0.7 -0.2200
C 1.343733 0.548702 0.412883 -2.8 0.9 -1.3 0.0724
O -1.522912 -0.934885 0.605056 -0.1 0.1 0.3 -0.5934
N 1.884974 -0.523599 0.233815 -0.6 -2.1 -1.4 -0.4651
H -2.289286 -1.421718 0.275575 0.2 0.1 -0.1 0.4737
H 0.036401 -1.191852 -0.793837 -2.3 2.0 0.2 0.1966
H 1.031438 -1.269321 -0.446458 2.0 1.4 1.8 0.2028
H -0.177776 1.490247 -1.017799 -0.1 0.1 0.1 0.2138
H -0.770443 1.313116 0.708886 -0.2 -0.1 -0.2 0.2274
H 1.766489 1.487556 0.741132 0.3 -0.2 0.5 0.2011